ORCA calculation (ωB97M-V with the def2-TZVPD basis set) on a cluster of 10 separate species, C45H116ClN8O19 in total.

Results
HOMO	-6.212	eV
max |F|	3.80	eV/Å
gap between HOMO and LUMO	0.307	Eh
M	1108.9	g/mol
charge	-1

Last column: Löwdin charge in e.
Geometry (Å):
C  -18.048  22.048  8.016  -0.081
C  -17.537  21.979  6.642  -0.505
C  -23.557  29.617  14.525  -0.204
H  -24.948  21.769  9.971  0.071
C  -20.997  17.149  2.057  -0.223
H  -20.268  29.587  14.242  0.086
H  -28.933  18.943  8.159  0.112
H  -27.057  20.906  3.132  0.095
C  -20.218  15.668  3.688  -0.097
O  -29.105  16.338  8.817  -0.192
H  -25.623  25.501  10.536  0.077
C  -28.647  21.938  1.112  -0.098
C  -16.059  17.490  16.240  -0.116
O  -21.890  19.304  10.704  -0.226
H  -18.597  16.679  12.671  0.120
H  -30.560  17.219  10.064  0.114
H  -20.947  23.260  0.683  0.071
H  -15.582  18.481  5.010  0.082
H  -20.055  14.591  3.731  0.092
H  -23.179  20.856  2.545  0.083
O  -21.315  22.833  7.386  -0.357
H  -22.160  21.488  10.621  0.079
H  -25.345  16.070  7.914  0.046
H  -24.347  24.583  4.788  0.100
O  -20.249  23.917  2.406  -0.108
O  -23.849  18.216  4.225  -0.240
H  -19.775  19.829  3.035  0.117
H  -25.649  17.440  3.495  0.076
H  -19.746  27.933  6.461  0.085
H  -23.576  29.463  15.604  0.117
C  -20.746  24.222  1.156  -0.182
H  -22.169  19.803  3.626  0.076
N  -19.237  18.553  13.240  -0.083
H  -19.591  28.889  1.753  0.068
H  -17.415  18.353  5.041  0.076
H  -21.760  21.397  3.375  0.067
H  -21.573  27.568  3.189  0.108
H  -18.857  26.174  7.754  0.107
H  -25.524  28.589  2.965  0.082
N  -28.441  18.969  10.269  -0.063
H  -25.388  16.564  5.606  0.130
H  -23.717  30.662  14.262  0.125
C  -28.072  18.997  8.825  -0.162
H  -24.135  28.586  1.866  0.076
H  -29.106  17.704  11.819  0.102
O  -22.250  23.459  5.255  -0.376
H  -17.262  21.635  8.648  0.083
C  -27.154  21.986  3.017  -0.236
C  -24.820  26.276  3.761  -0.255
H  -22.977  27.863  8.611  0.074
O  -23.317  23.780  7.312  -0.350
O  -16.752  20.195  4.856  -0.206
H  -20.560  16.810  -0.005  0.104
H  -27.012  28.255  10.014  0.115
O  -22.187  29.268  14.163  -0.201
H  -20.982  25.547  8.645  0.110
C  -24.500  16.943  6.111  -0.422
C  -25.566  26.113  9.637  -0.076
H  -23.275  18.799  6.206  0.127
H  -16.528  18.716  3.528  0.081
N  -19.609  27.110  5.891  -0.024
C  -25.028  28.038  2.167  -0.097
H  -16.574  16.552  14.036  0.109
C  -22.239  20.596  10.000  -0.045
C  -17.165  17.468  14.060  -0.208
N  -23.401  16.076  5.831  0.031
C  -16.534  18.830  4.612  -0.131
C  -19.623  26.080  6.985  -0.144
H  -16.580  22.493  6.736  0.131
O  -20.090  16.120  2.378  -0.206
H  -27.670  19.430  10.729  0.091
O  -26.230  20.574  9.274  -0.240
H  -23.964  27.689  13.859  0.124
H  -19.547  21.363  2.404  0.110
H  -19.631  25.043  6.650  0.093
H  -25.705  29.294  10.334  0.113
O  -21.297  20.452  1.724  -0.201
H  -27.681  17.225  10.938  0.098
C  -22.173  20.547  2.830  -0.089
H  -26.814  28.344  12.538  0.114
H  -22.049  28.912  9.726  0.083
O  -27.426  22.407  1.712  -0.178
C  -26.040  28.271  10.508  -0.199
H  -20.008  27.447  0.907  0.072
C  -22.144  27.908  9.312  -0.112
C  -25.860  28.139  12.054  -0.239
C  -20.572  19.337  11.440  -0.177
H  -25.610  19.161  3.644  0.068
O  -25.119  27.492  9.751  -0.220
H  -25.250  22.216  8.277  0.076
H  -23.120  15.916  4.874  0.053
C  -20.889  26.321  7.882  -0.222
H  -27.150  15.714  9.408  0.071
O  -17.090  18.038  15.390  -0.192
H  -23.894  24.449  3.146  0.118
C  -19.248  19.813  0.892  -0.182
H  -27.912  21.267  8.621  0.106
H  -16.524  18.079  13.425  0.119
H  -21.453  20.729  9.257  0.068
H  -28.875  22.470  0.188  0.079
H  -25.506  22.506  4.343  0.116
C  -19.363  27.824  1.700  -0.118
H  -21.283  18.396  0.247  0.114
H  -28.448  20.898  0.854  0.077
C  -28.054  15.390  8.892  -0.118
N  -24.818  29.017  12.489  -0.043
H  -18.785  17.962  1.624  0.089
H  -19.267  16.070  4.037  0.081
H  -25.738  27.100  12.363  0.104
O  -20.992  27.594  8.541  -0.205
H  -27.659  15.088  7.922  0.085
H  -24.904  25.554  8.975  0.078
H  -18.182  19.940  6.477  0.117
H  -19.326  22.513  6.125  0.040
H  -18.319  27.850  1.385  0.081
C  -20.644  27.701  3.744  -0.207
H  -20.869  29.993  15.772  0.077
C  -27.346  20.362  8.399  -0.182
C  -24.479  28.649  13.906  -0.205
H  -25.729  28.076  1.333  0.078
H  -16.547  20.172  6.989  0.112
H  -21.849  26.112  7.409  0.091
H  -21.077  25.965  4.807  0.111
H  -24.553  18.336  2.376  0.092
H  -23.878  16.986  8.289  0.087
C  -18.578  17.319  13.553  -0.238
H  -21.713  24.697  1.320  0.073
H  -29.623  21.888  1.594  0.079
H  -19.140  16.771  14.309  0.118
C  -28.691  17.617  10.814  -0.191
H  -21.081  17.913  2.830  0.098
H  -25.915  24.456  2.322  0.097
H  -30.006  15.705  10.578  0.116
H  -21.226  18.381  13.373  0.119
C  -20.577  17.674  0.659  -0.176
C  -24.095  18.368  5.630  -0.167
O  -23.059  21.653  6.375  -0.347
C  -17.272  20.492  6.241  -0.127
H  -21.722  27.318  5.619  0.107
H  -18.266  23.060  8.357  0.092
C  -19.919  20.382  2.107  -0.219
H  -15.038  17.781  15.992  0.076
H  -20.567  20.328  11.894  0.102
C  -29.661  16.602  10.065  -0.207
H  -20.985  23.487  2.848  0.049
C  -20.501  18.288  12.564  -0.205
H  -23.966  28.861  11.970  0.106
H  -28.335  14.421  9.304  0.085
Cl  -22.489  22.918  6.596  0.571
H  -16.137  17.934  17.233  0.078
C  -20.835  26.994  5.074  -0.214
H  -20.628  28.767  3.972  0.109
C  -25.828  22.692  3.318  -0.172
H  -26.539  26.140  9.145  0.083
C  -24.995  18.303  3.372  -0.077
H  -21.994  16.710  2.085  0.115
C  -21.142  30.033  14.717  -0.136
H  -24.086  26.680  4.457  0.119
H  -25.812  26.603  4.074  0.123
H  -27.302  18.235  8.706  0.077
H  -25.604  17.575  7.935  0.046
H  -16.047  16.410  16.385  0.080
H  -19.622  19.309  10.906  0.112
H  -18.285  22.013  5.003  0.058
H  -25.346  28.462  14.540  0.121
N  -18.404  22.683  5.750  0.092
H  -26.398  22.684  9.649  0.082
H  -19.628  20.322  0.005  0.119
H  -25.032  22.306  2.682  0.104
C  -24.759  16.949  7.648  -0.039
H  -22.469  27.284  10.145  0.075
O  -19.408  27.338  3.057  -0.172
H  -21.173  31.087  14.441  0.081
N  -19.294  18.328  0.832  -0.056
H  -23.249  20.465  9.610  0.066
C  -25.720  21.945  9.222  -0.067
N  -25.924  24.191  3.296  -0.029
H  -18.969  21.469  7.955  0.074
H  -20.573  17.297  12.116  0.116
H  -27.918  22.195  3.765  0.119
H  -24.988  18.963  5.824  0.111
H  -22.604  16.501  6.284  0.070
C  -24.705  24.804  3.782  -0.239
H  -27.001  20.405  7.366  0.110
H  -20.223  24.894  0.476  0.073
H  -21.004  16.194  4.230  0.072
H  -18.190  20.074  0.854  0.109
O  -24.745  26.660  2.428  -0.182
H  -19.219  19.219  13.999  0.122

=====

ORCA calculation (ωB97M-V with the def2-TZVPD basis set) on a cluster of 11 separate species, C45H116N4O15 in total.

Results
HOMO	-8.725	eV
max |F|	2.45	eV/Å
gap between HOMO and LUMO	0.326	Eh
M	953.4	g/mol
charge	0
energy above the lowest of the compared OMol25 structures with the same formula, charge and spin	63.4	kcal/mol

Last column: Löwdin charge in e.
Geometry (Å):
N  1.558  2.646  -4.520  -0.072
H  2.346  -5.538  5.385  0.068
H  2.617  4.475  -4.787  0.119
H  2.772  -1.988  7.329  0.085
O  0.040  0.986  -0.943  -0.076
C  -2.195  3.104  5.126  -0.462
H  -5.958  12.064  -2.432  0.087
H  7.203  -8.652  -3.815  0.119
N  -6.843  -2.072  4.536  -0.050
O  3.611  -4.814  -2.913  -0.190
H  -3.001  3.640  3.065  0.058
O  3.953  -1.636  2.873  -0.060
O  7.593  -7.182  -2.466  -0.197
H  -0.567  1.240  -4.011  0.113
H  -6.956  -0.816  2.894  0.116
H  8.705  -7.807  -4.046  0.120
H  2.656  -4.405  -1.132  0.070
H  6.191  -0.096  2.575  0.074
C  -2.006  -1.315  -3.229  -0.041
H  -2.916  -1.661  2.108  0.079
H  0.331  -4.573  3.037  0.083
C  -2.119  7.139  -2.355  -0.227
C  3.434  -5.227  -4.248  -0.205
H  1.858  5.485  -0.208  0.079
H  3.206  -6.802  4.507  0.080
H  1.510  -3.503  2.299  0.065
H  4.606  -1.531  -0.269  0.069
H  -0.352  4.205  0.182  0.063
C  4.761  -5.586  -4.951  -0.231
H  0.338  4.157  -3.796  0.115
H  1.903  0.880  -3.508  0.034
C  -2.184  9.522  -2.098  -0.217
O  -1.529  2.680  -5.186  -0.158
H  3.781  -3.007  0.378  0.061
H  -3.205  7.105  -2.268  0.109
C  0.218  -1.114  0.187  -0.049
H  -2.150  9.577  -3.186  0.117
H  -5.084  -0.682  -1.678  0.081
H  1.369  -6.656  4.472  0.080
H  -0.406  2.009  5.326  0.077
H  -8.013  -2.185  2.764  0.121
C  5.643  -0.404  1.685  -0.053
H  6.853  -7.277  -5.708  0.115
H  -3.742  9.561  -0.647  0.122
H  -2.090  -1.176  3.597  0.065
O  -9.508  -0.045  2.864  -0.203
C  -7.622  -1.456  3.473  -0.224
C  4.273  -0.241  -3.438  -0.048
H  -4.027  2.734  4.014  0.078
O  0.078  -1.434  7.471  -0.057
C  2.442  -4.552  -2.191  -0.116
C  -3.678  9.695  -1.727  -0.205
H  4.565  -5.942  -5.963  0.123
C  7.660  -7.663  -3.774  -0.227
N  -1.520  8.295  -1.723  -0.060
H  8.937  -8.449  -1.772  0.083
H  1.370  2.657  -5.512  0.116
C  0.799  -1.765  6.298  -0.482
H  -6.843  -3.888  3.415  0.112
H  -1.626  10.340  -1.644  0.119
H  0.675  -1.625  -0.660  0.076
H  1.832  -0.690  4.669  0.066
H  0.767  0.607  2.390  0.069
C  4.004  -1.951  0.537  -0.041
H  7.330  -5.794  -4.941  0.111
H  3.771  -2.543  3.130  0.042
O  -4.166  10.977  -2.193  -0.196
C  2.837  -0.757  -3.385  -0.441
H  1.697  -3.249  7.567  0.085
O  -2.930  2.564  6.234  -0.052
H  -0.712  1.231  1.713  0.069
C  -0.864  2.289  -4.005  -0.230
H  -1.658  1.079  4.452  0.071
H  3.473  2.988  -4.797  0.105
H  4.935  0.380  1.418  0.078
O  1.979  0.219  -2.815  -0.080
H  -4.253  8.940  -2.262  0.107
C  -2.721  1.910  -5.320  -0.106
H  -1.729  8.140  -0.748  0.104
H  2.823  -6.128  -4.180  0.121
H  2.983  -4.416  -4.820  0.113
H  2.216  -5.866  2.341  0.132
H  1.917  -3.641  -2.476  0.072
H  4.359  0.782  -3.802  0.067
C  -1.228  2.068  4.613  -0.067
N  5.492  -6.581  -4.254  -0.064
H  1.788  -5.424  -2.215  0.090
H  -6.194  10.340  -2.204  0.076
H  1.309  0.408  5.894  0.080
H  -4.333  -4.010  3.085  0.115
C  1.998  -2.540  6.796  -0.058
H  0.523  -1.724  1.038  0.063
C  2.334  -6.148  4.482  -0.035
H  -1.770  0.322  -1.369  0.027
C  -4.850  -3.058  3.201  -0.202
H  -2.872  -1.651  -1.287  0.121
H  -6.094  -1.461  4.827  0.099
H  0.696  2.123  1.483  0.063
H  0.738  -1.047  8.050  0.082
H  8.072  -7.569  -0.528  0.090
H  -0.858  -1.290  0.200  0.073
C  -2.995  -0.958  -2.119  -0.479
C  -1.357  4.162  -0.237  -0.063
O  3.622  -4.647  3.156  -0.062
C  7.950  -8.096  -1.474  -0.116
H  -8.138  0.358  4.398  0.116
H  -1.600  3.973  5.406  0.133
H  -5.661  11.181  -0.849  0.080
C  2.522  4.747  -0.658  -0.051
C  -1.438  5.805  -2.038  -0.205
H  7.328  -8.980  -1.329  0.089
H  -4.771  -1.753  -3.036  0.076
C  2.327  -1.041  -4.814  -0.037
O  -2.689  0.346  -1.647  -0.070
H  6.444  -0.366  0.946  0.074
H  -3.371  1.942  -4.446  0.081
H  -1.811  5.091  -2.773  0.112
H  -2.193  -0.751  -4.143  0.054
H  -3.811  4.426  4.371  0.076
H  -9.808  1.822  3.702  0.077
H  -0.982  -1.035  -2.980  0.059
H  1.346  -3.570  4.114  0.059
C  6.866  -6.762  -4.747  -0.186
H  4.760  -0.157  -2.466  0.067
H  0.531  0.633  -1.689  0.033
C  3.158  3.758  -2.781  -0.236
H  2.512  -3.063  5.990  0.059
H  -2.040  -2.368  -3.509  0.080
H  -10.802  1.535  2.303  0.082
O  2.385  4.725  -2.138  -0.203
H  3.060  2.841  -2.201  0.110
C  0.382  3.072  -3.710  -0.177
H  -1.605  2.443  -3.220  0.108
C  2.709  3.535  -4.244  -0.174
H  0.169  -0.341  4.786  0.041
H  -9.289  -0.922  4.729  0.118
C  0.654  0.324  0.178  -0.430
H  5.325  -4.660  -5.058  0.111
H  4.215  4.024  -2.754  0.121
H  0.731  2.825  -2.707  0.102
C  0.349  1.090  1.507  -0.026
O  -3.997  -2.108  3.872  -0.194
C  2.351  -5.247  3.229  -0.483
H  2.199  3.828  -0.169  0.070
C  1.313  -4.121  3.175  -0.027
C  -8.685  -0.468  3.943  -0.242
H  -5.911  -3.848  4.897  0.106
C  4.857  -1.723  1.790  -0.476
H  4.177  -5.242  2.646  0.102
C  -4.451  -0.830  -2.553  -0.047
C  1.045  -0.530  5.406  -0.035
H  -0.813  2.411  3.665  0.067
H  -1.331  3.383  -0.999  0.068
O  -1.921  5.390  -0.767  -0.179
H  1.733  0.283  0.034  0.118
C  -3.273  3.515  4.113  -0.052
H  2.887  -1.618  -2.719  0.115
H  5.547  -2.565  1.846  0.132
H  5.611  -6.305  -3.290  0.099
H  -5.142  -2.683  2.220  0.111
H  -1.999  3.897  0.602  0.077
H  -11.181  0.662  3.861  0.083
C  -2.758  -1.916  3.156  -0.088
C  -5.557  11.181  -1.934  -0.113
H  -2.171  -2.835  3.170  0.075
H  3.045  -1.436  0.594  0.059
H  -2.012  7.341  -3.421  0.120
H  -2.537  0.850  -5.494  0.072
H  -3.367  2.298  -6.108  0.089
H  -0.367  5.930  -2.193  0.118
H  -2.720  1.632  6.324  0.078
H  2.334  -0.137  -5.423  0.073
H  -4.593  -0.063  -3.314  0.073
H  0.078  -2.408  5.792  0.127
H  3.027  -1.682  -5.351  0.074
H  3.525  5.032  -0.342  0.083
C  -10.409  1.061  3.203  -0.071
H  5.011  -0.747  -4.060  0.080
H  1.285  -1.360  -4.806  0.077
C  -6.170  -3.270  4.010  -0.200